1.
{
  "formula": "C5H8N2O",
  "method": "ωB97M-V/def2-TZVPD",
  "elements": ["H", "C", "O", "N", "C", "C", "N", "H", "H", "H", "C", "H", "H", "H", "H", "C"],
  "positions_angstrom": [[-2.037, 1.288, 0.631], [-1.938, -0.373, -0.249], [-3.273, -0.353, -0.122], [-1.328, 0.697, 0.202], [-0.057, 1.111, 0.334], [1.292, -0.898, -0.029], [2.317, 1.243, -0.355], [-1.556, -1.378, -0.641], [1.395, -2.654, 1.215], [1.943, 2.101, -0.777], [1.226, -2.205, 0.146], [1.143, -2.946, -0.670], [0.230, 2.190, 0.457], [-3.632, 0.432, -0.434], [3.093, 1.316, 0.295], [1.182, 0.428, -0.001]],
  "e_tot_ha": -379.8917,
  "homo_ev": -6.18,
  "gap_ev": 6.69,
  "e_above_lowest_kj_mol": 515.8,
  "lumo_energy_ev": 0.505
}

=====

2.
{
  "formula": "C13H25Cl3NO2",
  "method": "ωB97M-V/def2-TZVPD",
  "elements": ["O", "H", "H", "N", "H", "H", "H", "H", "H", "H", "C", "C", "C", "Cl", "C", "C", "Cl", "H", "C", "C", "C", "H", "C", "H", "C", "H", "H", "H", "C", "C", "H", "C", "H", "H", "H", "H", "H", "H", "Cl", "H", "H", "H", "H", "O"],
  "positions_angstrom": [[-0.962, -0.171, -1.949], [1.645, -1.246, -0.831], [2.295, -0.121, -2.063], [1.041, 0.763, -0.620], [2.085, 2.376, 0.283], [0.304, 0.419, 0.000], [-1.129, -4.633, -0.384], [-0.885, 2.335, 1.171], [-2.062, 3.630, 1.469], [-2.158, -2.815, 4.432], [2.188, 1.296, 0.184], [2.316, 0.649, 1.560], [-1.348, 3.233, 0.748], [0.007, -2.071, 4.942], [0.245, -0.729, -2.447], [-0.915, -4.137, -1.321], [-1.514, -1.743, 2.448], [3.094, 1.102, -0.388], [-0.534, -2.869, -1.364], [-0.972, 1.250, -1.885], [-1.591, -1.918, 4.217], [0.382, 2.757, -1.079], [0.077, -2.232, -2.592], [-0.676, -2.235, -0.493], [1.417, -0.412, -1.489], [0.747, 1.573, 2.716], [-2.045, 0.915, -0.020], [-0.514, -2.447, -3.484], [1.024, 0.580, 2.357], [-2.065, 1.612, -0.869], [1.051, 1.833, -2.418], [0.416, 1.772, -1.535], [-1.265, 1.659, -2.858], [0.201, 0.105, 1.822], [-2.078, -1.038, 4.620], [0.452, -0.289, -3.429], [1.071, -2.666, -2.726], [-1.031, -4.714, -2.231], [3.055, -0.977, 1.421], [-3.023, 1.460, -1.368], [-0.566, 3.979, 0.582], [3.037, 1.252, 2.110], [1.192, -0.040, 3.236], [-2.008, 2.955, -0.474]],
  "total_charge": 1,
  "e_tot_ha": -2095.8574,
  "homo_ev": -12.36,
  "gap_ev": 10.07,
  "lumo_energy_ev": -2.292
}